(1)
A 6-piece molecular cluster, H12O6 overall in a non-equilibrium geometry. Source: the OMol25 dataset; level of theory: the ωB97M-V functional and the def2-TZVPD basis.

```
18
Properties=species:S:1:pos:R:3
H -42.0000 24.2491 -30.8916
O -45.9332 25.3636 -32.2550
O -44.9281 21.5773 -30.0769
O -47.3978 25.0592 -29.8231
H -45.2366 24.5486 -27.2115
H -46.7675 24.6572 -29.0687
H -45.8483 24.5993 -32.8192
H -40.7545 23.4838 -31.2112
O -45.6127 24.2964 -28.0466
O -41.1050 24.2438 -31.2370
H -44.5148 24.8741 -31.2401
H -46.0373 26.1131 -32.7343
H -44.7458 20.7387 -30.5111
H -45.0249 24.4511 -28.7783
H -45.9205 21.4024 -29.7855
O -44.0952 24.3071 -30.5549
H -47.0279 25.0510 -30.7451
H -44.2568 23.4152 -30.8512
```

Values from the calculation:
energy relative to the best compared isomer or geometry (same formula, charge and spin)	209.26	kJ/mol
structure (SMILES)	O.O.O.O.O.O
total charge	0
HOMO	-9.72	eV

For reference, the Löwdin charges in units of e are: 0.01, 0.01, -0.09, -0.17, 0.06, 0.02, 0.08, -0.09, -0.03, 0.03, 0.03, 0.02, 0.03, 0.01, 0.13, -0.06, -0.01, 0.01

(2)
A 6-piece molecular cluster, H12O6 overall. Source: the OMol25 dataset; level of theory: the ωB97M-V functional and the def2-TZVPD basis.

```
18
Properties=species:S:1:pos:R:3
H -4.9028 -2.1248 2.9885
H -1.4833 -4.6001 -2.3286
O -1.5365 1.2465 3.9886
H -0.6681 -0.0066 0.0513
O 3.6259 3.6781 -4.0866
H -0.7565 1.3689 4.5299
O 3.7540 0.8186 -0.6528
H 3.3535 3.3041 -3.2487
O -0.4216 -0.2092 -0.8512
H -1.7532 -3.1307 -2.0839
H -2.2134 1.7663 4.4221
H 0.4701 0.1277 -0.9379
H -3.4885 -1.6541 2.7235
O -4.1373 -2.2987 2.4408
H 4.6189 1.2184 -0.5613
O -2.1652 -3.9935 -2.0400
H 3.8072 4.5975 -3.8914
H 3.8968 -0.1085 -0.4623
```

Values from the calculation:
energy relative to the best compared isomer or geometry (same formula, charge and spin)	171.24	kJ/mol
structure (SMILES)	O.O.O.O.O.O
total charge	0
HOMO	-11.08	eV

For reference, the Löwdin charges in units of e are: 0.03, 0.03, -0.05, 0.03, -0.05, 0.03, -0.06, 0.02, -0.05, 0.02, 0.03, 0.02, 0.02, -0.05, 0.03, -0.05, 0.03, 0.03

(3)
A 6-piece molecular cluster, H12O6 overall in a non-equilibrium geometry. Source: the OMol25 dataset; level of theory: the ωB97M-V functional and the def2-TZVPD basis.

```
18
Properties=species:S:1:pos:R:3
H 1.9379 0.3115 -1.7208
H -1.5488 2.1974 0.0672
O -1.9382 -0.9675 2.4445
O -0.4090 -0.5537 0.1201
H 0.8018 -3.0781 -1.2524
O 0.9546 2.8481 0.0255
H 0.4910 -0.2355 0.1906
H 2.9514 1.0781 -0.8981
H 1.4625 3.0103 0.8205
H -1.7534 -1.0558 1.5094
O -0.1094 -3.0634 -0.9597
H -0.3348 -1.3793 -0.3587
H -1.7192 0.7329 -0.2767
O -2.1947 1.5630 -0.2437
H 1.2448 1.9862 -0.2730
H -1.4971 -0.1576 2.7008
H -0.3967 -3.9742 -1.0234
O 2.0572 0.7376 -0.8720
```

Values from the calculation:
energy relative to the best compared isomer or geometry (same formula, charge and spin)	129.56	kJ/mol
structure (SMILES)	O.O.O.O.O.O
total charge	0
HOMO	-10.14	eV

For reference, the Löwdin charges in units of e are: 0.08, 0.01, -0.06, -0.05, 0.05, -0.06, 0.03, 0.08, 0.03, -0.01, -0.03, 0.00, -0.03, -0.07, -0.06, 0.02, 0.06, -0.02

(4)
A 6-piece molecular cluster, H12O6 overall in a non-equilibrium geometry. Source: the OMol25 dataset; level of theory: the ωB97M-V functional and the def2-TZVPD basis.

```
18
Properties=species:S:1:pos:R:3
O 26.3110 12.0140 11.8500
H 22.6070 13.5820 15.7550
H 21.7550 11.2290 11.2540
H 23.5980 14.2310 10.0100
H 26.1260 11.5670 11.1650
H 23.5730 14.2930 11.5890
H 24.7040 14.0090 13.2610
O 26.2780 15.2090 13.8580
H 22.1660 10.7280 12.5440
O 22.5790 11.1480 11.7890
H 25.9490 15.9600 14.3970
O 23.9890 13.5630 13.1270
H 26.6350 12.9400 11.6470
H 23.0380 13.9910 14.3070
H 26.4350 15.3770 12.9910
O 22.4530 14.2010 15.0970
H 24.0010 12.6940 12.8550
O 23.2620 14.7490 10.8090
```

Values from the calculation:
energy relative to the best compared isomer or geometry (same formula, charge and spin)	277.41	kJ/mol
structure (SMILES)	O.O.O.O.O.O
total charge	0
HOMO	-10.33	eV

For reference, the Löwdin charges in units of e are: 0.03, -0.03, 0.07, 0.07, -0.09, -0.05, -0.06, 0.00, 0.04, -0.05, 0.09, 0.05, 0.09, -0.01, -0.02, -0.08, 0.02, -0.09